1.
{"formula": "C11H16NO2", "method": "wB97M-V/def2-TZVPD", "symbols": ["O", "O", "N", "C", "C", "C", "C", "C", "C", "C", "C", "C", "C", "C", "H", "H", "H", "H", "H", "H", "H", "H", "H", "H", "H", "H", "H", "H", "H", "H"], "coordinates": [[-1.906, -0.037, -0.573], [-0.807, 0.760, 1.329], [0.077, 1.440, -0.801], [1.569, 1.750, -0.526], [-0.794, 2.651, -0.845], [-2.879, 0.142, 0.387], [2.085, -3.004, -0.055], [2.086, -2.224, 1.130], [1.221, -1.147, 1.208], [0.354, -1.673, -1.091], [0.421, -0.846, 0.045], [-0.522, 0.369, 0.105], [1.336, -2.699, -1.206], [-1.923, 0.014, 1.727], [-3.159, 1.186, 0.337], [-1.754, 2.403, -1.020], [-0.858, 3.168, 0.105], [-2.288, 0.630, 2.533], [-0.458, 3.350, -1.571], [-0.158, 1.026, -1.753], [2.189, 0.834, -0.686], [-3.751, -0.516, 0.107], [1.311, -3.383, -2.126], [-0.055, -1.161, -2.005], [-1.670, -1.004, 1.989], [2.736, -2.489, 1.955], [1.797, 2.638, -1.133], [2.684, -3.871, -0.139], [1.359, -0.339, 1.992], [1.759, 2.033, 0.581]], "nbo_charge": [-0.560, -0.514, -0.406, -0.425, -0.420, -0.091, -0.146, -0.145, -0.258, -0.230, -0.060, 0.678, -0.206, -0.091, 0.159, 0.235, 0.238, 0.218, 0.233, 0.461, 0.260, 0.238, 0.249, 0.193, 0.206, 0.233, 0.243, 0.217, 0.239, 0.254], "relative_energy_ev": 0.000, "total_charge": 1, "energy_ha": -633.50692, "s_squared": 2.0527, "homo_lumo_gap_ev": [6.163, 6.567], "max_force_ha_per_bohr": 0.103, "multiplicity": 3, "e_homo_ev": [-8.74, -12.88], "lumo_ev": [-2.581, -6.308]}



2.
{"formula": "C11H16NOP", "method": "wB97M-V/def2-TZVPD", "symbols": ["P", "O", "N", "C", "C", "C", "C", "C", "C", "C", "C", "C", "C", "C", "H", "H", "H", "H", "H", "H", "H", "H", "H", "H", "H", "H", "H", "H", "H", "H"], "coordinates": [[-0.769, -1.496, 0.300], [-1.236, 3.925, 2.739], [-1.126, 2.144, 1.408], [1.904, -1.441, -0.004], [-0.100, -2.839, -2.096], [0.825, -1.175, 1.136], [-1.508, 3.625, -0.814], [0.014, -1.545, -1.432], [-1.539, 4.288, 0.395], [0.827, -2.107, 2.336], [-1.250, 2.199, -0.915], [1.409, -1.062, -1.335], [-1.230, 3.575, 1.588], [-1.109, 1.488, 0.220], [1.899, -2.575, -0.017], [-1.112, 1.786, 2.347], [-0.684, -0.994, -2.031], [2.925, -1.101, 0.140], [1.468, -0.046, -1.344], [0.636, -3.092, 1.970], [2.119, -1.411, -2.137], [-1.165, 1.757, -1.886], [-1.071, -3.300, -1.873], [1.748, -1.994, 2.988], [0.000, -1.906, 2.979], [-1.687, 4.270, -1.684], [-1.751, 5.320, 0.422], [0.987, -0.220, 1.567], [-0.139, -2.623, -3.165], [0.716, -3.449, -1.803]], "nbo_charge": [0.766, -0.622, -0.652, -0.378, -0.600, -0.572, -0.108, -0.523, -0.358, -0.608, -0.469, -0.424, 0.611, 0.278, 0.177, 0.425, 0.236, 0.224, 0.213, 0.202, 0.215, 0.225, 0.212, 0.219, 0.214, 0.218, 0.227, 0.236, 0.213, 0.202], "relative_energy_ev": 4.146, "energy_ha": -899.94907, "homo_lumo_gap_ev": [6.785, 7.136], "max_force_ha_per_bohr": 0.071, "e_homo_ev": [-8.10, -8.20], "lumo_ev": [-1.318, -1.069]}



3.
{"formula": "C11H16NOP", "method": "wB97M-V/def2-TZVPD", "symbols": ["P", "O", "N", "C", "C", "C", "C", "C", "C", "C", "C", "C", "C", "C", "H", "H", "H", "H", "H", "H", "H", "H", "H", "H", "H", "H", "H", "H", "H", "H"], "coordinates": [[0.877, -0.196, -1.653], [1.839, -0.446, -2.747], [0.840, 1.399, -1.081], [-1.777, -0.002, -1.436], [0.661, -0.520, 2.327], [2.141, -0.083, 2.382], [-3.089, 0.122, -1.912], [-0.797, -0.448, -2.256], [-2.290, -0.690, -4.102], [1.808, 2.187, -1.353], [-0.966, -0.754, -3.613], [-0.273, 0.622, 2.099], [0.373, -1.710, 1.441], [-3.267, -0.210, -3.242], [-1.458, 0.079, -0.405], [0.331, -0.930, 3.199], [-0.611, -2.023, 1.195], [-0.154, -1.118, -4.193], [-4.271, 0.021, -3.565], [-2.380, -0.903, -5.222], [-1.331, 0.282, 2.231], [1.709, 3.071, -0.764], [2.755, -0.918, 2.561], [1.160, -2.192, 0.884], [2.530, 1.815, -1.958], [2.346, 0.311, 1.365], [-0.084, 1.507, 2.668], [2.249, 0.667, 3.094], [-0.141, 0.850, 1.056], [-3.906, 0.524, -1.487]], "nbo_charge": [1.706, -1.032, -0.779, -0.164, -0.304, -0.589, -0.211, -0.437, -0.220, -0.014, -0.157, -0.602, -0.291, -0.193, 0.222, 0.209, 0.173, 0.237, 0.209, 0.228, 0.201, 0.187, 0.210, 0.179, 0.183, 0.200, 0.210, 0.207, 0.218, 0.213], "relative_energy_ev": 4.138, "energy_ha": -899.94935, "homo_lumo_gap_ev": [8.535, 6.780], "max_force_ha_per_bohr": 0.090, "e_homo_ev": [-8.20, -8.05], "lumo_ev": [0.334, -1.272]}



4.
{"formula": "C11H16O5S", "method": "wB97M-V/def2-TZVPD", "symbols": ["S", "O", "O", "O", "O", "O", "C", "C", "C", "C", "C", "C", "C", "C", "C", "C", "C", "H", "H", "H", "H", "H", "H", "H", "H", "H", "H", "H", "H", "H", "H", "H", "H"], "coordinates": [[1.385, 2.830, 1.666], [-1.062, 2.613, -0.724], [-3.845, -1.459, -0.373], [-1.339, 2.470, 1.735], [-1.321, 0.335, -0.721], [-2.849, 3.946, 0.341], [5.290, 0.034, 0.271], [1.762, -0.029, -1.467], [-0.342, 1.358, -0.323], [0.927, 1.378, -1.361], [2.313, -0.621, -0.042], [-1.829, 3.078, 0.460], [-2.429, -1.897, -0.457], [3.917, -0.257, 0.241], [-0.131, 1.740, 1.256], [-2.365, -3.372, 0.296], [-1.377, -0.790, 0.225], [0.017, 0.844, 2.009], [-1.590, -4.021, -0.299], [2.135, 2.233, 2.713], [2.727, 0.201, -2.131], [6.458, 0.190, 0.443], [-2.074, -3.246, 1.425], [1.196, -0.893, -2.029], [-0.350, -1.371, 0.350], [1.660, 2.304, -1.184], [-3.944, -0.489, -0.607], [-3.423, -3.924, 0.281], [0.465, 1.570, -2.445], [1.651, -0.376, 0.892], [-1.866, -0.512, 1.266], [2.295, -1.810, -0.149], [-2.062, -2.057, -1.558]], "nbo_charge": [-0.057, -0.512, -0.739, -0.493, -0.547, -0.553, -0.309, -0.423, 0.509, -0.455, -0.463, 0.952, 0.101, -0.049, -0.084, -0.656, -0.127, 0.246, 0.218, 0.172, 0.249, 0.291, 0.213, 0.228, 0.188, 0.259, 0.484, 0.248, 0.255, 0.229, 0.203, 0.248, 0.172], "energy_ha": -1202.77736, "homo_lumo_gap_ev": 9.932, "max_force_ha_per_bohr": 0.188, "e_homo_ev": -9.74, "smiles": "C#CCCC[C@]1(OC[C@@H](C)O)OC(=O)O[C@@H]1S", "lumo_ev": 0.188}



5.
{"formula": "C11H16P", "method": "wB97M-V/def2-TZVPD", "symbols": ["P", "C", "C", "C", "C", "C", "C", "C", "C", "C", "C", "C", "H", "H", "H", "H", "H", "H", "H", "H", "H", "H", "H", "H", "H", "H", "H", "H"], "coordinates": [[1.371, -0.465, 0.030], [-1.010, 0.825, -0.529], [-0.254, -0.485, -1.014], [-2.097, -1.911, -0.221], [-2.527, -0.827, 0.626], [-0.014, 1.811, 0.072], [2.885, -0.734, -0.941], [1.226, -1.601, 1.402], [-1.051, -1.711, -1.011], [-1.970, 0.444, 0.459], [1.136, 1.224, 0.447], [-0.439, 3.199, 0.311], [2.165, -2.257, 1.675], [-3.329, -0.955, 1.332], [-1.500, 3.227, -0.014], [2.041, 1.678, 0.651], [0.969, -1.173, 2.346], [3.690, 0.019, -0.669], [-2.334, 1.335, 0.976], [3.186, -1.816, -0.984], [-1.584, 1.345, -1.331], [-0.841, -2.478, -1.747], [-2.534, -2.928, -0.411], [0.284, -2.173, 1.216], [0.245, 4.014, -0.141], [-0.418, 3.296, 1.391], [2.604, -0.468, -1.910], [0.101, -0.435, -2.014]], "nbo_charge": [1.506, -0.330, -0.471, -0.212, -0.222, 0.224, -0.953, -1.029, -0.202, -0.152, -0.630, -0.686, 0.291, 0.241, 0.232, 0.244, 0.288, 0.285, 0.218, 0.283, 0.258, 0.226, 0.252, 0.292, 0.273, 0.259, 0.258, 0.257], "relative_energy_ev": 0.929, "total_charge": 1, "energy_ha": -769.79228, "homo_lumo_gap_ev": 8.964, "max_force_ha_per_bohr": 0.081, "e_homo_ev": -11.97, "lumo_ev": -3.010}



6.
{"formula": "C11H17BCoN6", "method": "wB97M-V/def2-TZVPD", "symbols": ["Co", "N", "N", "N", "N", "N", "N", "C", "C", "C", "C", "C", "C", "C", "C", "C", "C", "C", "B", "H", "H", "H", "H", "H", "H", "H", "H", "H", "H", "H", "H", "H", "H", "H", "H", "H"], "coordinates": [[-0.011, 1.030, 0.119], [1.288, -0.332, 0.650], [-1.197, 0.174, 1.193], [0.886, -1.660, 0.483], [-1.427, -1.195, 1.021], [-0.485, 0.134, -1.415], [-0.757, -1.240, -1.378], [-2.763, -0.480, 2.643], [-1.043, -0.573, -3.479], [1.902, -2.480, 0.781], [-1.088, -1.663, -2.611], [2.406, 2.520, -0.490], [2.997, -1.706, 1.152], [-2.367, -1.586, 1.888], [2.589, -0.368, 1.044], [-2.003, 0.606, 2.194], [-0.655, 0.528, -2.709], [-0.923, 2.653, 0.074], [-0.555, -1.958, -0.018], [3.154, 0.543, 1.173], [-0.284, 3.290, -0.557], [3.962, -2.071, 1.441], [-1.903, 2.500, -0.405], [2.223, 2.315, 0.571], [-1.268, -0.589, -4.533], [-2.682, -2.616, 1.857], [-1.326, -2.710, -2.770], [-1.976, 1.643, 2.500], [-3.509, -0.464, 3.409], [1.670, 1.966, -1.102], [2.321, 3.599, -0.670], [-1.064, 3.110, 1.063], [1.744, -3.538, 0.659], [-0.474, 1.549, -3.005], [-0.808, -3.127, -0.066], [3.427, 2.196, -0.708]], "nbo_charge": [1.241, -0.400, -0.388, -0.318, -0.321, -0.399, -0.321, -0.358, -0.356, 0.007, 0.016, -0.845, -0.357, 0.009, -0.017, -0.005, -0.001, -1.185, 0.545, 0.221, 0.188, 0.230, 0.205, 0.205, 0.232, 0.221, 0.226, 0.231, 0.228, 0.206, 0.227, 0.193, 0.224, 0.227, -0.025, 0.215], "relative_energy_ev": 0.000, "energy_ha": -2165.50626, "s_squared": 3.7629, "homo_lumo_gap_ev": [7.472, 8.856], "max_force_ha_per_bohr": 0.100, "multiplicity": 4, "e_homo_ev": [-6.71, -8.15], "lumo_ev": [0.760, 0.706]}



7.
{"formula": "C11H17BEuN6O3S", "method": "wB97M-V/def2-TZVPD", "symbols": ["Eu", "S", "O", "O", "O", "N", "N", "N", "N", "N", "N", "C", "C", "C", "C", "C", "C", "C", "C", "C", "C", "C", "B", "H", "H", "H", "H", "H", "H", "H", "H", "H", "H", "H", "H", "H", "H", "H", "H", "H"], "coordinates": [[-0.715, -0.377, 1.056], [-1.170, -3.058, 2.115], [-1.383, -2.448, 0.700], [-1.814, -2.148, 3.071], [0.218, -3.447, 2.244], [0.626, 2.562, -0.513], [1.654, -0.406, -0.629], [0.215, 2.168, 0.765], [-1.610, 0.324, -0.885], [-1.002, 0.932, -1.999], [1.584, 0.502, -1.681], [-3.024, 0.048, -2.611], [3.321, -0.821, -2.132], [2.579, 0.278, -2.565], [2.720, -1.210, -0.915], [0.457, 3.213, 1.587], [0.797, -0.135, 2.977], [-2.180, -4.465, 1.898], [-2.745, -0.245, -1.243], [1.101, 3.835, -0.465], [-1.855, 0.814, -3.046], [1.004, 4.304, 0.865], [0.450, 1.594, -1.760], [2.676, 0.902, -3.446], [0.661, 2.255, -2.765], [-1.530, 1.322, -3.995], [4.156, -1.271, -2.651], [1.189, -0.272, 2.007], [-3.923, -0.252, -3.187], [3.049, -2.052, -0.305], [-0.261, 0.142, 3.190], [0.909, -1.116, 3.414], [1.239, 0.803, 3.255], [-2.991, -4.257, 1.210], [-2.546, -4.685, 2.881], [-3.283, -0.840, -0.492], [1.288, 5.278, 1.247], [-1.544, -5.254, 1.532], [0.239, 3.164, 2.651], [1.446, 4.315, -1.381]], "nbo_charge": [2.060, 2.327, -1.051, -0.935, -0.909, -0.350, -0.250, -0.432, -0.508, -0.328, -0.233, -0.304, 0.001, 0.086, 0.015, 0.002, -0.884, -0.885, 0.019, 0.035, 0.069, -0.306, 0.542, 0.281, 0.001, 0.266, 0.279, 0.194, 0.283, 0.272, 0.226, 0.313, 0.298, 0.270, 0.267, 0.245, 0.271, 0.272, 0.230, 0.251], "relative_energy_ev": 0.000, "total_charge": 2, "energy_ha": -2116.37346, "s_squared": 15.7759, "homo_lumo_gap_ev": [6.301, 4.066], "max_force_ha_per_bohr": 0.068, "multiplicity": 8, "e_homo_ev": [-15.44, -15.35], "lumo_ev": [-9.136, -11.283]}